An isolated molecule of C4H7FO. Source: OMol25; level of theory: ωB97M-V/def2-TZVPD.

ORCA input file:
```
! RIJCOSX wB97M-V def2-TZVPD def2/J DEFGRID3
* xyz 0 1
F 2.445 -1.054 0.496
O -0.269 -0.093 -0.272
C 2.266 -0.114 -0.302
C 0.887 0.730 0.141
C -2.659 -0.813 0.019
C -1.579 0.162 0.256
H -1.684 1.092 0.975
H -2.604 -1.860 -0.581
H 1.040 1.677 -0.527
H 3.134 0.457 -0.628
H -3.512 -0.359 0.325
H 1.716 -0.796 -1.168
H 0.820 0.971 1.266
*
```

**Gap between HOMO and LUMO**: 0.35728 Ha
**ΔE to the lowest compared entry with this formula, charge and spin**: 96.0 kcal per mole
**E_LUMO**: 1.1079 eV
**HOMO energy**: -8.61 eV
**SMILES**: C=COCCF